(1)
Below is a structure of composition C6H7MgNaO6, with properties calculated with wB97M-V/def2-TZVPD.

XYZ file:
```
21
Properties=species:S:1:pos:R:3:forces:R:3:lowdin_charge:R:1
O 3.56218 -1.09131 -0.76567 1.0 0.8 0.1 0.06
C 2.38960 -0.71615 -0.57654 -1.0 -2.1 -0.6 -0.66
O 2.16861 0.34451 0.10100 1.8 0.9 0.2 -0.15
O 1.39185 -1.46121 -1.04292 1.6 0.6 -0.2 0.16
C 0.23429 -1.51816 -0.31147 -5.6 -3.4 1.6 -0.26
C 0.09572 -2.29359 0.78936 3.7 1.8 1.6 0.14
Mg 4.22487 0.52289 0.28169 -0.6 -1.1 -0.9 1.52
H -0.73831 -2.30725 1.49275 -0.3 -0.3 -0.9 0.11
H 1.02812 -2.63833 1.24386 0.0 -0.5 0.2 0.10
Na 0.68240 1.13515 1.07864 -2.1 0.7 0.9 0.80
C -1.25843 -1.85322 -0.92114 0.9 2.4 -2.5 -0.07
C -2.18947 -0.72566 -0.51343 -0.4 0.2 0.1 -0.18
O -3.40052 -0.87442 -1.25189 0.9 -0.8 0.0 0.06
C -4.20665 0.17472 -1.29558 -0.5 1.4 -0.1 -0.63
O -4.18897 1.11336 -0.53690 0.3 -0.4 0.0 0.13
O -4.98359 0.06092 -2.36409 -0.1 -0.5 0.1 0.18
H -1.74854 -2.82386 -0.76744 0.9 0.1 0.6 0.14
H -1.08021 -1.83086 -2.00704 -0.4 0.2 0.1 0.14
H -1.76092 0.26685 -0.70672 0.0 -0.1 -0.2 0.13
H -2.40232 -0.75546 0.56354 -0.1 -0.1 -0.1 0.14
H -5.65628 0.75322 -2.35093 0.0 0.2 0.1 0.15
```
Positions in Å, forces in eV/Å.

Results
HOMO level	-15.49	eV
LUMO level	-0.4080	Ha
Kohn-Sham gap	4.39	eV
net charge	+2

=====

(2)
Below is a structure of composition C32H35N2P2Pd, with properties calculated with wB97M-V/def2-TZVPD.

XYZ file:
```
72
Properties=species:S:1:pos:R:3:forces:R:3:lowdin_charge:R:1
Pd -0.04508 0.06330 -0.35174 0.4 0.1 0.4 0.55
C -0.17027 2.90735 3.05190 -0.1 0.2 -0.1 -0.02
C 0.09082 1.83525 2.19978 0.0 -0.1 -0.3 -0.09
N -0.39149 1.75264 0.96949 -0.2 0.1 0.2 0.02
C -1.19736 2.74625 0.51840 0.1 0.0 0.2 -0.15
C -1.48433 3.88026 1.29748 0.1 -0.1 0.1 -0.14
C -0.94861 3.94349 2.59483 0.1 -0.3 0.0 0.02
C -2.28558 4.93491 0.75833 -0.1 0.0 -0.2 -0.01
C -2.76278 4.86376 -0.50221 0.0 0.1 0.3 -0.01
C -2.49517 3.72324 -1.32007 0.2 -0.3 0.0 -0.14
C -2.96056 3.63153 -2.63990 0.1 -0.3 -0.1 0.01
C -2.66456 2.51153 -3.37624 -0.1 0.2 0.1 -0.02
C -1.93455 1.48309 -2.77460 0.0 0.0 0.1 -0.11
N -1.49005 1.52513 -1.53350 -0.1 0.2 0.1 0.06
C -1.73954 2.64746 -0.81063 -0.1 0.0 -0.3 -0.15
H 0.26271 2.91235 4.04061 0.0 0.0 0.0 0.12
H 0.73923 1.02702 2.51424 0.0 0.0 0.0 0.10
H -1.15116 4.80567 3.21254 0.0 0.1 0.1 0.13
H -2.48956 5.79258 1.38316 0.0 0.1 0.0 0.12
H -3.36160 5.66217 -0.91563 0.0 0.1 0.0 0.12
H -3.54119 4.44059 -3.06029 0.0 0.0 0.0 0.13
H -2.99324 2.40225 -4.39718 0.0 0.0 -0.1 0.11
H -1.71168 0.58951 -3.33836 0.0 0.0 0.0 0.09
C 2.38241 -2.10567 -1.84301 -0.1 0.0 -0.1 -0.23
P 0.64895 -1.62671 -1.61115 0.0 -0.2 -0.2 0.78
C 0.03715 -1.53522 -3.32761 0.1 -0.2 0.1 -0.23
C -0.11403 -3.16944 -0.96395 0.3 0.0 0.0 -0.39
C -1.52245 -2.92976 -0.43946 -0.2 0.0 0.1 -0.42
P -1.48346 -1.70948 0.94773 -0.3 0.1 -0.4 0.83
C -1.00590 -2.78845 2.34810 0.1 0.1 0.0 -0.26
C -3.25959 -1.43681 1.28183 0.0 -0.1 0.0 -0.28
H 2.44285 -3.03200 -2.41626 -0.1 0.0 0.0 0.06
H 2.85777 -2.23947 -0.87352 0.0 0.0 0.0 0.05
H 2.91128 -1.31873 -2.37982 0.0 0.0 0.0 0.04
H 0.23628 -2.47384 -3.84888 0.0 0.0 0.0 0.06
H 0.54088 -0.72733 -3.85644 0.0 0.1 0.0 0.06
H -1.03564 -1.36125 -3.34306 -0.1 0.0 0.0 0.02
H 0.54314 -3.52261 -0.16063 0.0 0.0 0.0 0.08
H -0.09608 -3.94177 -1.73964 0.0 0.1 0.0 0.09
H -1.97977 -3.87579 -0.13629 0.0 0.1 0.1 0.09
H -2.15157 -2.50349 -1.22898 0.0 0.0 0.1 0.08
H -1.70424 -3.62022 2.44596 0.0 0.0 0.0 0.05
H -1.00532 -2.21775 3.27624 0.0 0.0 0.0 0.04
H -0.00050 -3.18399 2.20635 0.0 0.0 0.0 0.03
H -3.82604 -2.36662 1.35261 0.0 0.0 0.0 0.05
H -3.68690 -0.81476 0.49447 0.0 0.0 0.0 0.04
H -3.36285 -0.89793 2.22430 0.0 0.0 0.0 0.04
C 6.00676 0.29484 3.37925 0.0 0.0 0.0 -0.08
C 5.31758 -0.90577 3.43168 0.0 0.0 0.0 -0.08
C 4.14814 -1.06240 2.70765 0.0 0.0 0.0 -0.05
C 3.65408 -0.03405 1.90386 0.2 0.0 0.1 -0.23
C 4.34488 1.17897 1.87980 -0.1 0.0 0.0 -0.04
C 5.51035 1.33659 2.60886 0.0 0.0 0.0 -0.07
C 2.39544 -0.27227 1.17976 -0.5 -0.1 -0.2 -0.14
C 1.93400 0.27000 0.04520 0.3 -0.1 0.2 -0.27
C 2.74764 1.11623 -0.84615 0.0 0.3 -0.3 -0.27
C 4.01140 0.68398 -1.27048 -0.2 0.2 0.2 -0.07
C 4.77552 1.46229 -2.11854 0.0 0.1 -0.1 -0.07
C 4.30631 2.69407 -2.55274 0.0 0.0 0.0 -0.08
C 3.05943 3.14077 -2.13989 0.1 0.0 0.0 -0.08
C 2.27957 2.35581 -1.30901 0.2 -0.4 0.1 -0.05
H 6.91917 0.42374 3.94428 0.0 0.0 0.0 0.10
H 5.68766 -1.71996 4.03963 0.0 0.0 0.0 0.11
H 3.60676 -1.99897 2.75964 0.0 0.0 0.0 0.11
H 3.96613 2.00837 1.29908 0.0 0.0 0.0 0.11
H 6.03352 2.28270 2.57876 0.0 0.0 0.0 0.11
H 1.74770 -0.99386 1.68105 0.0 0.0 0.0 0.09
H 4.40625 -0.25316 -0.90432 0.0 -0.1 0.0 0.12
H 5.74628 1.10958 -2.43612 0.1 0.0 0.0 0.11
H 4.90848 3.30124 -3.21290 0.0 0.0 0.0 0.10
H 2.69147 4.10192 -2.47037 0.0 0.1 0.0 0.10
H 1.30025 2.70194 -1.01252 -0.1 0.0 0.1 0.09
```
Positions in Å, forces in eV/Å.

Results
HOMO level	-9.87	eV
LUMO level	-0.1083	Ha
Kohn-Sham gap	6.93	eV
net charge	+1

=====

(3)
Below is a structure of composition C12H35BN9O12Pd2, with properties calculated with wB97M-V/def2-TZVPD.

XYZ file:
```
71
Properties=species:S:1:pos:R:3:forces:R:3:lowdin_charge:R:1
Pd 2.32494 -2.27340 0.32906 1.2 -0.5 -0.3 1.09
Pd 3.29972 1.92241 0.76388 0.5 0.6 0.0 0.86
B 4.38390 -3.15514 -0.41565 0.8 -0.7 1.2 -0.37
H 5.21923 -3.43371 -1.03924 2.7 -0.7 -2.4 -0.03
H 3.60113 -3.87980 -0.57803 -3.9 -2.9 -0.8 -0.05
H 4.64492 -3.18509 0.63088 1.2 0.1 3.9 -0.05
H 3.99234 -2.18061 -0.66307 -2.1 4.9 -1.4 -0.06
C 5.73239 1.95456 -0.40320 2.4 2.1 -1.6 -1.06
O 5.16190 0.93509 -0.11021 -2.2 -5.2 1.3 0.05
O 5.11567 3.00888 -0.13835 -1.4 2.5 0.7 -0.03
O 6.82617 1.90560 -0.97183 1.1 0.4 -0.4 0.11
C 1.62936 0.01943 1.47411 -1.4 -0.1 0.4 -1.01
O 2.60939 -0.19346 0.81417 6.6 -0.9 -4.2 -0.11
O 0.90120 -0.98152 1.53680 -3.8 -2.4 1.3 -0.09
O 1.48718 1.16028 1.92434 -1.2 2.6 1.6 -0.11
C -2.49527 -0.47411 0.06766 0.1 1.3 -1.9 -0.06
O -3.15602 -0.34566 -1.27930 0.6 -1.5 1.5 -0.21
C -3.29108 -1.65402 -1.90131 -0.7 1.0 -0.3 -0.21
C -3.72573 -1.43671 -3.40574 2.1 0.8 1.9 -0.18
N -2.64524 -0.71550 -4.14558 -1.0 -1.3 -0.4 -0.05
C -3.09372 -0.61911 -5.54928 1.5 1.2 -0.6 -0.23
C -2.05633 0.10452 -6.44524 0.2 1.2 1.5 -0.15
O -2.14015 1.59849 -6.22848 -0.9 -2.6 -1.1 -0.20
C -0.95060 2.26458 -5.96931 0.7 0.2 1.1 -0.15
H -2.60137 0.48660 0.57155 -0.1 0.1 -0.3 0.07
H -1.44278 -0.60252 -0.18512 0.1 -0.3 0.5 0.07
H -2.83628 -1.22172 0.78382 -0.5 -0.4 -0.6 0.07
H -4.06969 -2.15711 -1.32793 -0.5 -0.3 -0.2 0.10
H -2.40830 -2.27748 -1.75964 0.5 0.3 -0.4 0.10
H -4.58373 -0.77112 -3.31135 -0.6 -0.4 -0.4 0.11
H -3.87051 -2.39439 -3.90574 -0.5 0.1 0.1 0.11
H -2.58223 0.20582 -3.73655 0.1 0.2 -0.1 0.10
H -4.04685 -0.09557 -5.62383 -0.3 -0.1 -0.2 0.11
H -3.15216 -1.58870 -6.04382 -0.3 -0.4 0.6 0.11
H -2.09912 -0.24726 -7.47603 -0.8 0.9 -0.4 0.11
H -1.07531 -0.28963 -6.18001 0.3 0.4 0.6 0.11
H -0.10955 1.94076 -6.58239 0.0 0.2 -0.3 0.09
H -0.66396 2.14735 -4.92423 0.3 -0.6 0.3 0.08
H -1.10118 3.34407 -5.98054 -0.2 0.0 -0.8 0.08
C 2.19052 4.05666 5.38361 -0.8 2.5 4.0 -0.77
O 1.98465 4.66255 6.45268 0.6 -0.2 -0.9 0.00
N 2.99784 4.40006 4.43028 2.7 1.7 -2.5 0.17
N 1.56639 2.96861 5.08010 -2.6 -3.6 -0.4 0.16
H 3.59671 5.20761 4.52689 -0.3 -0.3 -0.2 0.13
H 2.88955 3.89777 3.56076 0.6 0.6 0.0 0.10
H 1.80823 2.47755 4.23130 -0.4 -0.4 0.4 0.09
H 0.91494 2.61715 5.76726 0.3 0.0 -0.4 0.11
C -0.25550 -4.10707 0.49379 -0.1 0.0 -0.9 -0.71
O 0.95389 -3.95693 0.33902 1.4 -0.2 -0.3 -0.05
N -0.91852 -5.07885 -0.10561 0.3 -2.6 -1.7 0.18
N -0.99603 -3.28331 1.15212 -1.1 1.7 1.9 0.21
H -0.32645 -5.62182 -0.71776 -0.4 -0.2 0.1 0.12
H -1.90484 -5.29458 -0.07870 0.4 0.4 0.2 0.12
H -1.96977 -3.51711 1.28354 0.3 0.7 0.3 0.13
H -0.47727 -2.51598 1.55485 -0.7 0.5 0.3 0.07
C -1.42519 3.03256 1.06573 -3.6 1.7 1.4 -0.79
O -2.51779 3.59824 1.03905 0.0 -0.1 -0.4 0.01
N -0.74916 2.76178 2.14947 1.6 -0.3 3.9 0.16
N -0.76377 2.55328 0.05983 1.6 -1.1 -3.9 0.17
H 0.06966 2.18512 2.01868 -0.1 0.0 0.8 0.03
H -1.04624 2.95144 3.09598 -0.2 0.3 -0.5 0.12
H -1.25874 2.31151 -0.78672 0.5 0.1 0.1 0.12
H 0.11799 2.15786 0.35351 -0.1 -0.4 -1.3 0.08
C -0.36657 -0.75432 4.83810 -2.1 -1.7 4.3 -0.78
O -0.85999 -0.89177 5.95968 -0.2 -0.5 0.3 0.00
N -0.26806 -1.67150 3.92529 0.2 -2.3 -2.9 0.17
N 0.15113 0.37501 4.49269 1.4 3.5 -0.7 0.18
H 0.20090 -1.29176 3.11536 0.1 -1.1 -0.5 0.04
H -0.50927 -2.65188 3.95275 -0.1 0.6 0.6 0.12
H 0.08303 1.05772 5.23390 0.0 0.0 -0.8 0.10
H 0.35543 0.53929 3.51730 0.2 0.8 0.4 0.07
```
Positions in Å, forces in eV/Å.

Results
HOMO level (alpha / beta)	-6.62 / -6.62	eV
<S²>	6.018
LUMO level (alpha / beta)	0.0500 / -0.0212	Ha
Kohn-Sham gap (alpha / beta)	7.98 / 6.04	eV
spin multiplicity	5
net charge	-1

=====

(4)
Below is a cluster of 2 separate species, C5H11NO in total, with properties calculated with wB97M-V/def2-TZVPD.

XYZ file:
```
18
Properties=species:S:1:pos:R:3:forces:R:3:lowdin_charge:R:1
C 2.27905 -0.76769 -0.00164 0.2 -0.1 -0.1 -0.06
C 0.47504 1.11050 1.42374 -0.2 0.1 0.0 0.01
N -0.35228 0.40216 0.72170 0.2 0.0 -0.1 -0.16
C -1.14166 -0.81799 0.86331 -0.1 -0.2 0.3 -0.03
C -0.74549 -0.18977 -0.40393 -0.2 0.2 0.0 -0.22
C -1.39423 0.23956 -1.65543 0.3 -0.1 -0.1 -0.22
O -2.75057 0.63356 -1.47498 -0.2 0.3 0.1 -0.06
H 2.33527 -1.05081 1.05311 0.0 0.0 -0.2 0.02
H 2.86830 0.14075 -0.15133 0.0 -0.2 0.0 0.02
H 2.66717 -1.57581 -0.61929 0.2 0.0 0.0 0.02
H 0.63228 0.85050 2.46217 -0.2 0.1 -0.1 0.08
H 1.06568 1.87174 0.92960 -0.2 0.0 0.1 0.08
H -0.58043 -1.67521 1.24632 -0.2 0.0 -0.1 0.11
H -2.14350 -0.68814 1.27641 0.1 0.1 0.1 0.11
H 1.24123 -0.60966 -0.32856 0.5 -0.1 0.1 -0.01
H -0.80269 1.03549 -2.13181 -0.1 -0.1 0.1 0.12
H -1.42171 -0.60446 -2.35074 0.0 0.1 0.1 0.12
H -2.74193 1.35602 -0.83420 -0.2 -0.1 -0.1 0.08
```
Positions in Å, forces in eV/Å.

Results
HOMO level	-7.29	eV
LUMO level	0.0310	Ha
Kohn-Sham gap	8.13	eV
net charge	0

=====

In Eh, the DFT total energy values for the records above are, in order, -1046.057679; -2160.360505; -2154.434928; -326.941107.